Formula: C20H35NO5
Source: the OMol25 dataset
Level of theory: the ωB97M-V functional and the def2-TZVPD basis

The frontier orbital gap is 9.67 eV. The value obtained for the molar mass is 369.502 g mol⁻¹. The LUMO energy comes out at 0.020 Ha. The calculation puts the energy relative to the best compared isomer or geometry (same formula, charge and spin) at 0.638 eV.

Last column: Mulliken charge in e.
Geometry (Å):
C (-3.19, 3.75, -0.41)  -1.545
C (-2.24, 2.59, -0.44)  0.556
C (-1.85, 1.94, -1.59)  -0.571
C (-0.96, 0.91, -1.50)  -0.796
C (-0.40, 0.47, -0.33)  -0.387
C (-0.79, 1.12, 0.82)  0.718
C (-0.21, 0.74, 2.17)  -1.573
C (1.08, 1.55, 2.43)  0.832
C (1.60, 1.64, 3.92)  -0.773
N (1.56, 3.06, 4.37)  -0.528
C (1.88, 3.77, 3.12)  0.012
O (2.61, 4.72, 3.00)  -0.518
C (1.03, 3.05, 2.07)  -0.546
C (-1.69, 2.15, 0.74)  -0.250
H (-2.86, 4.52, -1.11)  0.358
H (-3.17, 4.23, 0.57)  0.351
H (-4.22, 3.48, -0.64)  0.307
H (-2.25, 2.27, -2.54)  0.438
H (-0.67, 0.42, -2.43)  0.387
H (0.31, -0.34, -0.28)  0.701
H (0.01, -0.33, 2.14)  0.080
H (-0.98, 0.90, 2.93)  0.423
H (1.80, 1.13, 1.72)  0.100
H (1.07, 0.99, 4.60)  0.400
H (2.67, 1.46, 3.80)  0.398
H (0.55, 3.24, 4.42)  0.348
H (1.22, 3.22, 1.01)  0.433
H (0.03, 3.48, 2.23)  0.276
H (-1.96, 2.63, 1.68)  0.324
C (-3.23, -1.68, 0.45)  -0.817
O (-2.01, -2.34, 0.75)  -0.251
C (-1.98, -2.83, 2.09)  -0.334
C (-2.27, -4.31, 2.15)  -0.759
O (-3.60, -4.60, 1.76)  -0.369
C (-3.70, -5.07, 0.42)  -0.683
H (-3.30, -1.58, -0.64)  0.218
H (-4.10, -2.24, 0.80)  0.456
H (-3.23, -0.68, 0.89)  0.268
H (-2.67, -2.27, 2.72)  0.367
H (-0.96, -2.66, 2.47)  0.314
H (-2.17, -4.65, 3.19)  0.400
H (-1.56, -4.88, 1.54)  0.359
H (-3.38, -6.12, 0.36)  0.332
H (-3.10, -4.47, -0.26)  0.269
H (-4.74, -5.01, 0.12)  0.245
C (3.31, 0.23, -1.64)  -0.846
O (2.37, -0.38, -2.51)  -0.267
C (2.31, 0.26, -3.78)  -0.368
C (3.10, -0.50, -4.83)  -0.679
O (4.49, -0.49, -4.55)  -0.375
C (4.94, -1.69, -3.95)  -0.686
H (3.50, -0.46, -0.82)  0.238
H (4.26, 0.45, -2.14)  0.466
H (2.89, 1.16, -1.23)  0.284
H (2.66, 1.29, -3.71)  0.360
H (1.26, 0.28, -4.08)  0.314
H (2.96, 0.00, -5.79)  0.395
H (2.73, -1.52, -4.92)  0.345
H (5.03, -2.48, -4.70)  0.331
H (4.28, -2.02, -3.15)  0.274
H (5.93, -1.50, -3.54)  0.245